No. 1
Below is an isolated ion of composition C10H12NS2Si and charge +1 in a non-equilibrium geometry, with properties calculated with ωB97M-V with the def2-TZVPD basis set.

Values from the calculation:
- strongest force on any atom (eV/Å) = 4.4
- E_tot (Eh) = -1528.652833
- HOMO-LUMO gap (eV) = 8.63
- highest occupied orbital energy (eV) = -12.385
- LUMO energy (eV) = -3.76
- relative energy (zero: lowest compared OMol25 entry of this formula, charge and spin) (kcal per mole) = 0.00

```
! RIJCOSX wB97M-V def2-TZVPD def2/J DEFGRID3
* xyz 1 1
C -1.893 -2.846 1.744
C -3.153 -2.843 1.129
C -0.922 -1.985 1.291
C -3.446 -1.970 0.062
C -1.224 -1.036 0.327
C -2.424 -1.124 -0.372
C -0.952 0.802 -1.000
C 1.078 0.497 0.594
C 2.366 3.479 -0.060
C 2.752 0.687 -1.888
N -0.439 0.067 0.026
Si 1.722 1.814 -0.711
S -2.518 0.214 -1.469
S -0.229 2.177 -1.590
H -1.640 -3.602 2.547
H -3.903 -3.510 1.388
H 0.054 -2.075 1.868
H -4.284 -2.226 -0.455
H 0.905 0.930 1.601
H 1.735 -0.360 0.588
H 1.559 4.148 0.594
H 3.055 3.302 0.775
H 2.679 4.289 -0.727
H 3.442 -0.035 -1.375
H 2.134 0.018 -2.353
H 3.548 1.190 -2.535
*
```

---

No. 2
Below is a 2-piece molecular cluster, C18H29N8O4 overall in a non-equilibrium geometry, with properties calculated with ωB97M-V with the def2-TZVPD basis set.

Values from the calculation:
- strongest force on any atom (eV/Å) = 2.5
- E_tot (Eh) = -1442.128500
- HOMO-LUMO gap (eV) = 8.18
- highest occupied orbital energy (eV) = -11.030
- LUMO energy (eV) = -2.85

```
! RIJCOSX wB97M-V def2-TZVPD def2/J DEFGRID3
* xyz 1 1
O 0.202 -4.402 4.619
O -1.022 -2.521 -3.698
O 3.150 -1.229 -5.593
N -2.450 -2.176 5.518
O 0.475 1.358 4.123
C -0.878 -4.061 5.091
C -0.653 -1.472 -4.196
C 2.429 -0.261 -5.783
C -1.284 -2.633 5.099
C 0.578 2.725 4.230
C -0.573 3.247 4.750
C -1.425 2.124 5.051
C -0.447 -1.514 4.686
C -0.725 1.002 4.695
C -1.167 -0.377 4.898
C -0.249 2.508 0.308
N -0.561 3.528 -0.444
N -2.383 -0.819 5.403
N -1.711 -5.021 5.642
N 2.663 0.549 -6.818
N 0.719 1.667 -0.007
N 0.649 -1.218 -4.362
N -0.928 2.335 1.405
C -1.686 -0.440 -4.608
C -1.360 -6.431 5.760
C 1.931 1.754 -7.214
C 1.577 1.686 -1.210
C 0.878 1.042 -2.418
C 1.875 0.784 -3.564
C 1.295 0.042 -4.788
H 1.445 3.306 3.929
H -0.771 4.297 4.953
H -2.398 2.159 5.533
H 0.573 -1.595 4.321
H -0.032 3.688 -1.281
H -1.302 4.151 -0.184
H -3.127 -0.196 5.722
H -2.583 -4.691 6.049
H 3.431 0.254 -7.405
H 0.879 0.909 0.639
H 1.261 -2.001 -4.164
H -1.679 2.953 1.648
H -0.673 1.594 2.043
H -1.588 -0.239 -5.673
H -1.552 0.471 -4.033
H -2.678 -0.847 -4.415
H -0.500 -6.556 6.426
H -1.110 -6.848 4.779
H -2.202 -6.997 6.170
H 1.812 2.430 -6.366
H 0.950 1.482 -7.609
H 2.484 2.276 -7.997
H 2.483 1.117 -0.989
H 1.878 2.706 -1.456
H 0.449 0.094 -2.091
H 0.077 1.693 -2.768
H 2.702 0.191 -3.169
H 2.281 1.741 -3.897
H 0.570 0.680 -5.289
*
```

---

No. 3
Below is a 6-piece molecular cluster, C18H18F6O18 overall in a non-equilibrium geometry, with properties calculated with ωB97M-V with the def2-TZVPD basis set.

Values from the calculation:
- strongest force on any atom (eV/Å) = 4.5
- E_tot (Eh) = -2650.281955
- HOMO-LUMO gap (eV) = 10.97
- highest occupied orbital energy (eV) = -11.147
- LUMO energy (eV) = -0.18
- relative energy (zero: lowest compared OMol25 entry of this formula, charge and spin) (kcal per mole) = 31.43

```
! RIJCOSX wB97M-V def2-TZVPD def2/J DEFGRID3
* xyz 0 1
O -1.526 -0.856 3.661
C -0.515 -1.219 3.204
O -0.117 -1.087 1.979
C 1.232 -1.692 1.812
C 1.575 -2.051 3.217
F 2.546 -1.307 3.780
O 0.425 -1.903 3.952
H 0.957 -2.574 1.236
H 1.823 -0.938 1.255
H 1.880 -3.100 3.331
O -4.102 -2.968 -5.618
C -3.604 -1.959 -5.972
O -4.071 -0.989 -6.769
C -3.052 -0.026 -7.060
C -2.154 -0.157 -5.908
F -2.537 0.684 -4.867
O -2.351 -1.457 -5.451
H -2.607 -0.383 -8.020
H -3.493 0.914 -7.233
H -1.076 -0.182 -6.072
O -0.680 1.988 6.693
C -0.672 2.230 5.563
O -0.086 1.565 4.574
C -0.125 2.208 3.307
C -1.318 3.072 3.474
F -2.532 2.443 3.102
O -1.370 3.313 4.883
H 0.820 2.711 3.166
H -0.263 1.437 2.560
H -1.347 4.085 3.123
O 6.695 0.576 4.583
C 5.911 0.923 3.810
O 5.052 1.962 3.963
C 4.118 1.989 2.905
C 4.750 1.141 1.830
F 5.349 1.972 0.922
O 5.722 0.409 2.495
H 3.173 1.654 3.342
H 3.999 3.013 2.529
H 4.106 0.432 1.308
O -0.810 -3.799 0.006
C -1.242 -3.491 -1.066
O -2.291 -2.737 -1.397
C -2.356 -2.345 -2.764
C -1.207 -3.074 -3.315
F -0.171 -2.148 -3.663
O -0.687 -3.897 -2.308
H -3.269 -2.813 -3.109
H -2.252 -1.284 -2.892
H -1.290 -3.669 -4.214
O 1.781 1.215 0.667
C 0.790 1.287 -0.003
O 0.326 0.294 -0.790
C -0.864 0.682 -1.452
C -1.141 2.036 -0.803
F -2.189 1.984 -0.009
O 0.010 2.392 -0.192
H -0.709 0.670 -2.532
H -1.657 -0.020 -1.200
H -1.309 2.841 -1.558
*
```

---

No. 4
Below is a 11-piece molecular cluster, C56H120F18N6O5P2 overall in a non-equilibrium geometry, with properties calculated with ωB97M-V with the def2-TZVPD basis set.

Values from the calculation:
- strongest force on any atom (eV/Å) = 3.4
- E_tot (Eh) = -5390.313066
- HOMO-LUMO gap (eV) = 1.36
- highest occupied orbital energy (eV) = -11.841
- LUMO energy (eV) = -10.48

```
! RIJCOSX wB97M-V def2-TZVPD def2/J DEFGRID3
* xyz 2 1
C 19.949 13.655 16.183
C 19.616 13.436 17.680
O 19.466 12.323 18.158
N 19.666 14.564 18.459
H 15.158 24.505 22.696
H 19.757 15.474 18.060
C 19.243 14.430 19.863
H 20.420 14.572 15.983
H 18.946 13.607 15.738
H 20.529 12.863 15.711
H 20.073 14.137 20.618
H 18.344 13.757 20.022
H 18.930 15.480 20.170
C 15.182 15.132 17.233
C 15.491 15.436 18.732
C 14.285 15.139 19.621
C 14.648 15.421 21.066
N 13.512 15.793 21.975
C 14.102 15.732 23.357
C 12.889 15.465 24.226
C 11.804 14.874 23.348
C 12.531 14.727 21.997
C 12.878 17.046 21.605
H 14.630 14.202 17.023
H 16.062 15.103 16.658
H 14.664 15.960 16.883
H 15.810 16.500 18.916
H 16.291 14.837 19.094
H 14.021 14.047 19.495
H 13.431 15.760 19.312
H 15.420 16.200 21.102
H 15.020 14.492 21.533
H 14.596 16.681 23.553
H 14.797 14.958 23.388
H 12.612 16.406 24.617
H 13.137 14.906 25.103
H 10.952 15.525 23.231
H 11.409 13.944 23.745
H 11.928 14.709 21.154
H 13.074 13.806 21.856
H 11.993 17.118 22.251
H 12.567 17.098 20.555
H 13.599 17.885 21.800
C 23.470 14.110 20.891
C 23.555 15.612 20.507
C 22.882 16.658 21.418
C 21.356 16.516 21.480
N 20.616 17.702 22.155
C 21.132 17.866 23.581
C 20.127 18.771 24.283
C 18.826 18.303 23.693
C 19.153 17.447 22.457
C 20.657 18.982 21.429
H 22.839 14.143 21.747
H 24.419 13.651 21.239
H 22.967 13.569 20.142
H 23.142 15.705 19.476
H 24.589 15.926 20.355
H 23.111 17.699 20.993
H 23.379 16.577 22.393
H 20.965 15.637 22.027
H 21.005 16.420 20.411
H 22.151 18.185 23.623
H 21.204 16.815 23.983
H 20.394 19.780 23.944
H 20.077 18.753 25.412
H 18.303 19.195 23.326
H 18.173 17.727 24.348
H 18.517 17.564 21.557
H 19.131 16.431 22.752
H 19.994 19.736 21.907
H 20.333 18.792 20.459
H 21.712 19.418 21.464
C 22.593 10.543 17.461
C 22.598 11.169 18.854
C 21.743 10.388 19.814
C 21.728 11.046 21.197
N 20.662 10.532 22.081
C 20.966 10.912 23.586
C 20.025 10.037 24.338
C 20.026 8.621 23.549
C 20.584 8.961 22.210
C 19.371 11.036 21.654
H 22.906 9.474 17.471
H 23.383 10.978 16.811
H 21.682 10.682 16.869
H 22.100 12.128 18.796
H 23.578 11.330 19.242
H 22.162 9.372 19.914
H 20.746 10.318 19.445
H 21.561 12.175 21.146
H 22.651 10.967 21.772
H 20.791 12.017 23.735
H 21.973 10.674 23.787
H 19.051 10.527 24.328
H 20.238 9.792 25.400
H 18.961 8.301 23.541
H 20.614 7.902 24.104
H 20.063 8.534 21.354
H 21.613 8.645 22.224
H 18.514 10.635 22.169
H 19.214 11.004 20.585
H 19.280 12.073 22.039
C 16.481 10.662 15.534
C 17.292 10.338 14.289
C 17.677 11.587 13.524
C 18.646 11.236 12.433
N 18.963 12.366 11.534
C 20.002 11.976 10.506
C 20.543 13.325 10.018
C 20.377 14.315 11.125
C 19.464 13.699 12.157
C 17.695 12.705 10.767
H 15.428 10.336 15.576
H 16.446 11.750 15.714
H 16.976 10.172 16.420
H 16.794 9.629 13.584
H 18.152 9.818 14.629
H 18.186 12.311 14.196
H 16.804 11.959 13.051
H 18.193 10.426 11.850
H 19.622 10.800 12.832
H 19.496 11.276 9.823
H 20.774 11.394 11.021
H 19.910 13.552 9.170
H 21.620 13.302 9.645
H 19.904 15.224 10.757
H 21.281 14.640 11.580
H 18.652 14.329 12.449
H 20.019 13.475 13.076
H 17.439 11.791 10.270
H 17.916 13.500 10.086
H 16.930 12.912 11.472
C 21.589 19.812 12.328
C 20.107 19.961 12.690
C 19.892 19.894 14.201
C 18.469 19.392 14.394
N 17.930 19.013 15.760
C 16.407 19.063 15.750
C 16.011 20.448 16.103
C 17.274 21.207 16.503
C 18.180 20.093 16.855
C 18.315 17.668 16.261
H 21.998 19.028 12.929
H 22.190 20.691 12.506
H 21.816 19.559 11.311
H 19.560 19.173 12.127
H 19.745 20.916 12.335
H 20.105 20.835 14.737
H 20.575 19.168 14.691
H 18.284 18.580 13.736
H 17.706 20.135 14.043
H 16.011 18.339 16.423
H 16.214 18.801 14.698
H 15.372 20.446 17.017
H 15.557 20.820 15.202
H 17.067 21.920 17.309
H 17.642 21.829 15.629
H 17.842 19.581 17.800
H 19.245 20.317 16.970
H 19.243 17.737 16.863
H 18.239 16.942 15.453
H 17.539 17.388 16.956
C 21.715 17.810 17.988
O 21.622 19.261 17.606
O 20.607 17.247 18.474
C 22.099 17.013 16.636
F 23.206 17.487 16.040
F 22.373 15.668 16.923
F 21.103 16.974 15.768
C 22.859 19.959 17.467
C 22.628 21.224 16.678
H 23.448 21.928 17.024
H 22.682 21.050 15.609
H 21.633 21.603 16.866
H 23.639 19.421 16.999
H 23.325 20.174 18.442
H 22.658 17.691 18.604
C 19.226 14.228 24.263
O 19.772 13.518 25.464
O 19.955 14.071 23.156
C 17.816 13.790 24.052
F 16.979 13.982 25.078
F 17.184 14.501 23.081
F 17.596 12.471 23.791
C 20.928 14.129 25.908
C 21.855 13.182 26.751
H 22.369 12.478 26.034
H 22.682 13.720 27.168
H 21.300 12.717 27.609
H 20.781 14.949 26.629
H 21.442 14.426 25.016
H 19.020 15.316 24.650
P 16.675 16.135 12.492
F 16.532 14.583 13.143
F 15.332 15.833 11.659
F 15.788 16.785 13.718
F 16.895 17.578 11.824
F 17.983 16.312 13.380
F 17.532 15.528 11.263
P 16.184 19.332 20.676
F 15.524 18.524 19.496
F 17.636 18.807 20.139
F 16.304 20.614 19.567
F 17.005 20.188 21.788
F 14.775 19.929 21.225
F 16.116 18.065 21.675
*
```

---

No. 5
Below is an isolated molecule of C5H6O, with properties calculated with ωB97M-V with the def2-TZVPD basis set.

Values from the calculation:
- strongest force on any atom (eV/Å) = 1.0
- E_tot (Eh) = -269.282899
- HOMO-LUMO gap (eV) = 8.78
- highest occupied orbital energy (eV) = -8.856
- LUMO energy (eV) = -0.08
- relative energy (zero: lowest compared OMol25 entry of this formula, charge and spin) (kcal per mole) = 39.75

```
! RIJCOSX wB97M-V def2-TZVPD def2/J DEFGRID3
* xyz 0 1
C -1.616 0.557 -0.287
C -0.267 -0.075 -0.080
C 0.903 0.728 0.474
C -0.024 -1.362 -0.398
C 1.110 -2.013 -0.280
O 2.046 -2.712 -0.237
H -1.540 1.426 -0.953
H -2.331 -0.151 -0.718
H -2.011 0.924 0.669
H 1.649 0.798 -0.328
H 1.351 0.140 1.282
H 0.730 1.740 0.855
*
```

---

No. 6
Below is an isolated molecule of C20H16ClNO4S, with properties calculated with ωB97M-V with the def2-TZVPD basis set.

Values from the calculation:
- strongest force on any atom (eV/Å) = 0.9
- E_tot (Eh) = -1985.859287
- HOMO-LUMO gap (eV) = 8.90
- highest occupied orbital energy (eV) = -8.971
- LUMO energy (eV) = -0.07
- relative energy (zero: lowest compared OMol25 entry of this formula, charge and spin) (kcal per mole) = 0.00

```
! RIJCOSX wB97M-V def2-TZVPD def2/J DEFGRID3
* xyz 0 1
O -2.257 -0.559 2.779
C -2.844 -0.352 1.746
O -4.077 -0.809 1.530
C -2.252 0.430 0.627
C -0.934 0.849 0.820
C -0.275 1.564 -0.150
S 1.403 2.119 0.157
O 2.056 2.357 -1.096
O 1.332 3.185 1.110
N 2.085 0.828 0.977
C 3.089 -0.021 0.476
C 4.267 -0.151 1.208
C 5.268 -1.010 0.801
C 5.104 -1.750 -0.356
C 3.935 -1.623 -1.083
C 2.910 -0.771 -0.690
C 1.660 -0.704 -1.518
C 0.467 -1.424 -0.937
C 0.469 -1.990 0.330
C -0.647 -2.658 0.806
C -1.780 -2.771 0.022
C -1.793 -2.211 -1.246
C -0.679 -1.544 -1.717
C -0.907 1.905 -1.333
C -2.213 1.505 -1.542
C -2.887 0.766 -0.573
Cl -4.495 0.300 -0.924
H -4.385 -1.306 2.305
H -0.444 0.592 1.746
H 2.273 1.135 1.921
H 4.387 0.432 2.111
H 6.173 -1.096 1.384
H 5.879 -2.423 -0.689
H 3.804 -2.208 -1.982
H 1.397 0.341 -1.694
H 1.870 -1.144 -2.498
H 1.351 -1.921 0.949
H -0.627 -3.092 1.795
H -2.647 -3.302 0.387
H -2.671 -2.300 -1.868
H -0.690 -1.114 -2.709
H -0.365 2.470 -2.075
H -2.724 1.757 -2.457
*
```

---

No. 7
Below is a 2-piece molecular cluster, C28H40ClO6S overall in a non-equilibrium geometry, with properties calculated with ωB97M-V with the def2-TZVPD basis set.

Values from the calculation:
- strongest force on any atom (eV/Å) = 4.7
- E_tot (Eh) = -2399.996897
- HOMO-LUMO gap (eV) = 2.06
- highest occupied orbital energy (eV) = -1.619
- LUMO energy (eV) = 0.44

```
! RIJCOSX wB97M-V def2-TZVPD def2/J DEFGRID3
* xyz -1 1
C 11.347 -1.259 -1.397
O 10.470 -0.168 -0.947
C 9.302 -0.708 -0.175
C 8.204 0.516 -0.123
C 6.651 0.013 0.164
C 5.687 1.290 -0.296
C 4.199 1.273 0.391
C 3.510 2.750 0.016
C 2.248 3.136 0.988
C 1.182 1.920 1.262
S -0.055 1.635 -0.131
C 0.441 2.535 -1.709
C -0.868 2.885 -2.690
C -1.774 1.566 -3.051
Cl -3.594 1.996 -2.819
C -1.680 2.359 0.545
C -2.536 1.087 1.213
C -3.888 1.675 1.932
O -2.797 0.160 0.086
C -3.113 -1.142 0.694
C -3.194 -2.399 -0.357
C -2.098 -3.640 -0.124
C -2.129 -4.988 -1.113
C -3.273 -5.086 -2.323
C -4.321 -3.835 -2.551
C -4.318 -2.475 -1.586
H 10.824 -2.088 -2.036
H 11.930 -1.651 -0.459
H 12.167 -0.752 -2.102
H 8.887 -1.712 -0.613
H 9.732 -0.900 0.922
H 8.181 0.977 -1.223
H 8.453 1.348 0.661
H 6.382 -0.871 -0.564
H 6.465 -0.339 1.265
H 5.563 1.325 -1.459
H 6.242 2.256 0.130
H 4.261 1.139 1.575
H 3.455 0.473 -0.090
H 3.275 2.837 -1.139
H 4.368 3.543 0.252
H 1.611 4.057 0.580
H 2.708 3.483 2.028
H 0.571 2.223 2.234
H 1.674 0.879 1.507
H 1.093 3.503 -1.526
H 1.121 1.816 -2.376
H -0.554 3.389 -3.703
H -1.500 3.688 -2.100
H -1.578 0.627 -2.381
H -1.561 1.255 -4.159
H -1.457 3.213 1.325
H -2.379 2.747 -0.342
H -1.854 0.640 2.055
H -4.867 1.069 1.720
H -3.791 1.736 3.119
H -4.082 2.779 1.577
H -4.197 -1.028 1.180
H -2.316 -1.425 1.520
H -1.321 -3.549 0.757
H -1.344 -5.846 -0.902
H -3.330 -6.050 -3.012
H -5.118 -3.860 -3.408
H -5.098 -1.597 -1.762
C -8.180 -0.669 2.991
C -6.927 -1.156 3.006
C -6.699 -2.274 1.994
O -5.608 -2.814 1.786
C -7.863 -2.756 1.204
C -9.120 -2.278 1.199
C -9.321 -1.089 2.135
O -10.373 -0.449 2.233
O -10.114 -2.690 0.525
O -5.955 -0.795 3.739
H -8.435 0.137 3.670
H -7.623 -3.596 0.564
*
```

---

The lowest LUMO energy belongs to which entry?
C56H120F18N6O5P2

---

What is the strongest force on any atom in the third record?
4.5 eV/Å

---

Among the records above, which one has the lowest highest occupied orbital energy?
C10H12NS2Si

---

Which value of strongest force on any atom does entry 6 give?
0.9 eV/Å